Record 1
Here is 2 unconnected molecules or ions with the total composition C4H8O2 in a non-equilibrium geometry from the OMol25 dataset. Energies are from ωB97M-V with the def2-TZVPD basis set.

CARTESIAN COORDINATES (ANGSTROEM)
C -1.1695 3.2193 -1.0524
C -1.4254 1.9524 -0.7288
C -0.6127 0.8329 -1.2042
C -0.8230 -0.3790 -0.6532
O -0.2918 -1.4980 -1.2110
H -1.9506 3.9572 -0.9615
H -0.2593 3.4639 -1.5892
H -2.2054 1.6774 -0.0227
H 0.3438 1.0905 -1.6412
H -1.2654 -0.4748 0.3389
H -0.5611 -2.2829 -0.7052
O 3.2043 -3.5554 3.0205
H 3.3275 -3.8269 3.9257
H 3.6886 -4.1765 2.4844

Force components x, y, z for each atom (eV/Å):
C -0.46 -0.26 -0.40
C 0.89 -0.28 0.41
C 0.21 0.10 2.02
C 0.61 0.36 -0.48
O 0.09 -0.47 0.57
H 0.29 0.42 0.56
H -0.24 0.08 -0.27
H -0.46 0.20 -0.48
H -0.35 -0.39 -1.18
H -0.81 -0.21 -0.54
H 0.24 0.46 -0.20
O -0.37 0.50 -0.20
H 0.11 -0.18 0.37
H 0.25 -0.32 -0.17

Its multiplicity is 1. The lowest unoccupied orbital energy comes out at 0.0256 Ha. Its strongest force on any atom is 0.039 Eh/bohr. The total charge is 0. The value obtained for the energy relative to the best compared isomer or geometry (same formula, charge and spin) is 264.9 kJ/mol.

Record 2
Here is 2 unconnected molecules or ions with the total composition C5H15NOS in a non-equilibrium geometry from the OMol25 dataset. Energies are from ωB97M-V with the def2-TZVPD basis set.

CARTESIAN COORDINATES (ANGSTROEM)
C 1.2909 1.2532 1.7664
C 0.5710 2.1599 0.8304
C 1.0366 1.5865 -0.5339
N -0.1401 1.5462 -1.4746
C -0.4951 0.1436 -1.9635
C -1.1442 -0.7971 -0.9267
S -2.9724 -1.0228 -1.3919
H 1.4101 1.7407 2.8240
H 0.6807 0.3175 1.8742
H 2.2960 0.8661 1.5228
H -0.5192 2.2002 0.8286
H 0.9671 3.2682 0.8536
H 1.3971 0.5459 -0.4044
H 1.7758 2.1708 -1.0880
H -0.9769 1.7991 -1.0039
H 0.3892 -0.4193 -2.4534
H -1.0568 0.4539 -2.7891
H -0.7333 -1.8141 -0.9228
H -0.9421 -0.2572 0.1204
H -3.2448 0.0138 -2.1652
O 4.0267 -3.2106 4.0878
H 4.2061 -2.3312 3.7735
H 3.1204 -3.4047 3.8839

Force components x, y, z for each atom (eV/Å):
C -0.42 -0.40 4.26
C 2.85 2.15 -2.23
C -2.27 -0.13 -1.41
N 1.32 -2.46 -0.54
C 2.88 0.32 0.05
C -0.61 1.93 0.76
S 0.73 -0.90 1.24
H -0.35 -1.10 -1.63
H 0.44 0.69 0.20
H -0.39 0.79 -0.47
H 0.21 -0.26 0.67
H -0.88 -2.02 0.35
H -0.05 0.58 -0.10
H 0.30 -0.04 0.64
H -0.64 0.63 0.58
H -0.92 1.27 0.97
H -1.59 -0.56 -1.23
H -0.13 0.40 0.05
H -0.91 -1.52 -2.01
H 0.44 0.59 -0.16
O 0.64 -0.49 0.40
H -0.04 0.49 -0.21
H -0.61 0.00 -0.19

Its multiplicity is 1. The lowest unoccupied orbital energy comes out at 0.0165 Ha. Its strongest force on any atom is 0.084 Eh/bohr. The total charge is 0. The value obtained for the energy relative to the best compared isomer or geometry (same formula, charge and spin) is 229.3 kJ/mol.

Record 3
Here is a molecular structure, C39H41AuP2Si in a non-equilibrium geometry from the OMol25 dataset. Energies are from ωB97M-V with the def2-TZVPD basis set.

CARTESIAN COORDINATES (ANGSTROEM)
C 3.0881 -1.2378 -3.0675
C 3.3160 -0.3361 -2.0113
C 4.4151 -0.5253 -1.1647
C 5.3431 -1.5330 -1.4248
C 5.1511 -2.3937 -2.5086
C 4.0023 -2.2675 -3.2990
P 2.0782 0.9308 -1.6144
C 2.9768 2.2852 -0.8050
C 3.1935 2.2379 0.5913
C 3.9380 3.2455 1.2110
C 4.4608 4.3004 0.4570
C 4.2116 4.3684 -0.9176
C 3.4490 3.3801 -1.5491
Au 0.4708 -0.1796 -0.3794
P 0.1402 -2.3970 0.0965
C 1.7006 -3.0686 0.7530
C 2.3012 -4.2118 0.1983
C 3.6565 -4.4581 0.4351
C 4.3220 -3.7708 1.4516
C 3.6572 -2.7710 2.1693
C 2.3717 -2.3894 1.7910
C -1.0759 -2.8221 1.3446
C -2.3796 -2.3136 1.1923
C -3.3504 -2.6205 2.1462
C -3.0374 -3.4361 3.2409
C -1.7434 -3.9421 3.3888
C -0.7569 -3.6281 2.4503
C -0.4051 -3.2716 -1.3964
C -0.6140 -2.5617 -2.5987
C -0.9700 -3.2359 -3.7673
C -1.1408 -4.6211 -3.7521
C -0.9592 -5.3340 -2.5637
C -0.6023 -4.6653 -1.3903
C 1.5074 1.5276 -3.2235
C 2.4370 1.6431 -4.2710
C 2.0099 2.0309 -5.5391
C 0.6606 2.3256 -5.7617
C -0.2612 2.2314 -4.7159
C 0.1499 1.8265 -3.4478
H -2.6134 -1.6898 0.3228
H -4.3593 -2.2289 2.0246
H -3.8046 -3.6912 3.9672
H -1.4898 -4.5828 4.2345
H 0.2589 -4.0117 2.5728
H 1.7161 -4.8797 -0.4228
H 4.1800 -5.1989 -0.1723
H 5.3462 -4.0339 1.7092
H 4.1471 -2.2757 3.0115
H 1.8891 -1.5466 2.2796
H -0.4698 -1.4826 -2.6184
H -1.1279 -2.6720 -4.6897
H -1.4318 -5.1435 -4.6632
H -1.1070 -6.4155 -2.5427
H -0.4919 -5.2197 -0.4580
H 3.4915 1.4196 -4.0942
H 2.7327 2.0978 -6.3501
H 0.3248 2.6237 -6.7537
H -1.3113 2.4676 -4.8815
H -0.5665 1.7279 -2.6293
H 2.7694 1.4174 1.1793
H 4.1164 3.1855 2.2832
H 5.0811 5.0567 0.9401
H 4.6254 5.1841 -1.5093
H 3.2212 3.4586 -2.6156
H 4.5397 0.1369 -0.3076
H 6.2118 -1.6477 -0.7786
H 5.9079 -3.1369 -2.7596
H 3.8128 -2.9765 -4.1081
H 2.2035 -1.1472 -3.6976
H 2.1184 -3.4140 -2.3016
H 1.4770 -3.6565 -2.6178
C -0.2152 3.3161 -0.0712
Si -0.7438 1.6134 0.5531
C -0.4931 1.5540 2.4055
C -2.5678 1.3779 0.1678
H 0.8111 3.5560 0.2165
H -0.8923 4.0694 0.3623
H -0.2712 3.3958 -1.1593
H -1.1005 2.3327 2.8873
H -0.7876 0.5807 2.8116
H 0.5593 1.7372 2.6729
H -3.1278 2.2561 0.5142
H -2.7330 1.2733 -0.9113
H -2.9770 0.4938 0.6640

Force components x, y, z for each atom (eV/Å):
C 0.38 -0.07 0.21
C -0.04 -0.41 0.01
C 0.09 0.00 0.02
C -0.20 0.02 -0.02
C -0.19 0.28 -0.09
C 0.11 0.24 -0.10
P 1.95 0.22 -1.53
C -0.24 0.24 0.79
C 0.11 0.23 -0.43
C -0.16 -0.31 -0.15
C -0.02 -0.24 -0.17
C -0.08 -0.25 0.08
C -0.03 -0.09 0.10
Au -0.29 0.43 0.24
P 0.29 -2.84 0.58
C 0.16 -0.21 0.03
C 0.41 0.49 -0.26
C -0.35 -0.22 0.19
C -0.18 0.18 -0.02
C -0.12 -0.06 0.05
C 0.13 0.19 -0.41
C -0.16 0.55 0.08
C -0.39 -0.07 0.33
C 0.10 0.13 -0.44
C 0.17 0.07 -0.27
C 0.40 0.02 -0.29
C -0.03 -0.04 0.51
C -0.51 0.14 -0.79
C -0.03 -0.31 0.33
C -0.08 0.15 0.16
C 0.08 0.07 0.18
C 0.07 0.16 0.15
C -0.20 0.24 0.14
C -0.51 -0.05 -0.14
C -0.08 -0.03 -0.03
C -0.16 0.05 0.18
C 0.08 -0.09 0.21
C -0.02 0.00 0.06
C 0.50 -0.14 -0.07
H -0.03 -0.25 0.35
H 0.23 -0.12 0.06
H 0.13 0.10 -0.11
H -0.12 0.17 -0.27
H -0.40 0.11 -0.01
H 0.33 0.26 -0.31
H -0.23 -0.02 0.44
H -0.18 0.12 -0.13
H -0.16 -0.15 -0.34
H 0.06 -0.02 0.01
H -0.03 -0.12 -0.08
H 0.06 -0.20 0.32
H 0.10 0.13 0.25
H 0.05 0.36 0.00
H -0.05 0.04 -0.23
H -0.33 0.02 -0.10
H -0.18 0.03 0.17
H 0.09 -0.06 0.24
H 0.26 -0.05 -0.03
H 0.11 0.04 -0.30
H 0.20 0.24 -0.13
H -0.02 0.10 -0.24
H -0.26 -0.17 -0.15
H -0.17 -0.17 0.17
H 0.18 0.01 0.41
H 0.16 -0.16 -0.23
H -0.17 0.06 -0.18
H -0.28 0.08 0.16
H 0.13 0.28 0.22
H 0.21 0.00 0.12
H -0.39 -0.40 -0.39
H 0.84 -0.01 0.08
C 0.18 -0.16 -0.19
Si -1.45 1.73 1.10
C 0.42 -0.17 0.10
C 0.08 -0.17 -0.28
H -0.14 0.03 0.07
H 0.12 -0.28 -0.06
H -0.06 0.10 0.07
H 0.07 -0.13 -0.13
H 0.00 0.13 0.05
H -0.30 -0.04 0.00
H 0.12 -0.10 -0.04
H -0.10 0.04 0.15
H 0.02 0.13 -0.02

Its multiplicity is 3. The lowest unoccupied orbital energy (spin up / spin down) comes out at -0.2025 / -0.3645 Ha. Its strongest force on any atom is 0.057 Eh/bohr. The total charge is +2.

Record 4
Here is 6 unconnected molecules or ions with the total composition H12O5S2 in a non-equilibrium geometry from the OMol25 dataset. Energies are from ωB97M-V with the def2-TZVPD basis set.

CARTESIAN COORDINATES (ANGSTROEM)
S -1.6736 0.3283 -4.3734
S -1.6971 1.0750 -2.4124
H -0.4436 0.7440 -4.7067
H -2.6784 0.2690 -1.9766
O 1.0300 0.7821 -0.7249
H 0.7871 0.5242 -1.6316
H 1.7196 0.1126 -0.5923
O 0.0920 -1.5857 1.3171
H -0.7589 -1.9383 1.5950
H -0.0442 -0.6280 1.4211
O 0.9767 -4.5336 3.9982
H 0.7029 -5.4125 3.7295
H 1.2900 -4.0402 3.2309
O 1.1059 3.6096 -1.5099
H 0.7699 2.7376 -1.2509
H 1.4062 3.9563 -0.6617
O -0.7725 1.2695 1.8808
H -0.2115 1.6861 1.2171
H -1.6006 1.0438 1.4508

Force components x, y, z for each atom (eV/Å):
S -0.33 -0.10 -0.16
S -0.01 0.31 -0.16
H 0.05 0.03 0.31
H 0.19 -0.17 -0.15
O 0.46 -0.83 -0.75
H -0.52 0.39 0.33
H 0.00 0.34 0.65
O -0.21 0.27 -0.01
H 0.07 -0.22 0.04
H 0.20 -0.11 0.06
O 0.05 0.31 0.35
H 0.10 0.07 -0.34
H -0.17 -0.33 -0.03
O -0.23 -0.17 0.37
H 0.26 0.10 -0.20
H 0.09 0.19 -0.18
O 0.19 -0.16 0.24
H -0.15 -0.09 -0.18
H -0.04 0.18 -0.19

Its multiplicity is 1. The lowest unoccupied orbital energy comes out at -0.0066 Ha. Its strongest force on any atom is 0.023 Eh/bohr. The total charge is 0. The value obtained for the energy relative to the best compared isomer or geometry (same formula, charge and spin) is 103.0 kJ/mol.

Question: What is the formula in the second record?
Answer: C5H15NOS

Question: Which value of total charge does entry 2 give?
Answer: 0